# 1
{
  "formula": "C26H62BrN8O10P",
  "method": "ωB97M-V with the def2-TZVPD basis set",
  "energy_ha": -5133.78859,
  "smiles": "CO[C@@H](N)[C@@H](Br)OCP(C)O.CNC(C)=O.CNC(C)=O.CNC(C)=O.CNC(C)=O.CNC(C)=O.CNC(C)=O.CNC(C)=O",
  "gap_ev": 8.39,
  "homo_energy_ev": -7.8,
  "species": ["C", "O", "C", "N", "C", "Br", "O", "C", "P", "C", "O", "H", "H", "H", "H", "H", "H", "H", "H", "H", "H", "H", "H", "H", "C", "C", "O", "N", "C", "H", "H", "H", "H", "H", "H", "H", "C", "C", "O", "N", "C", "H", "H", "H", "H", "H", "H", "H", "C", "C", "O", "N", "C", "H", "H", "H", "H", "H", "H", "H", "C", "C", "O", "N", "C", "H", "H", "H", "H", "H", "H", "H", "C", "C", "O", "N", "C", "H", "H", "H", "H", "H", "H", "H", "C", "C", "O", "N", "C", "H", "H", "H", "H", "H", "H", "H", "C", "C", "O", "N", "C", "H", "H", "H", "H", "H", "H", "H"],
  "xyz": [[-4.12972, 0.89953, 5.92038], [-4.93803, 1.30108, 4.83997], [-5.12440, 0.30338, 3.86867], [-6.15661, 0.79642, 3.00371], [-3.78133, -0.02525, 3.17938], [-3.98404, -1.06777, 1.53756], [-3.06213, 1.12582, 2.95668], [-1.66858, 0.90290, 2.85010], [-0.87457, 2.38876, 2.11194], [0.88617, 1.86271, 2.18021], [-1.06439, 3.60219, 3.23167], [-3.12053, 0.61459, 5.62328], [-4.02926, 1.76125, 6.57465], [-4.59542, 0.10500, 6.50893], [-5.49100, -0.61464, 4.34479], [-6.38201, 0.15398, 2.25987], [-5.85125, 1.69678, 2.63799], [-3.19837, -0.66812, 3.83951], [-1.43616, 0.09980, 2.14568], [-1.22826, 0.61031, 3.81368], [1.26337, 1.76995, 1.16907], [1.45625, 2.58525, 2.75257], [1.00797, 0.90231, 2.67994], [-0.73234, 3.28595, 4.09101], [0.56585, -0.74534, -1.84942], [-0.50830, -0.76663, -0.79464], [-0.27391, -0.59831, 0.39846], [-1.77093, -0.99959, -1.23578], [-2.18499, -1.24217, -2.60565], [1.52782, -0.56585, -1.37771], [0.59654, -1.70175, -2.38539], [0.37161, 0.05343, -2.56777], [-2.47521, -1.00165, -0.51038], [-2.90648, -0.47901, -2.90419], [-2.66244, -2.21963, -2.68002], [-1.33820, -1.21700, -3.27964], [2.34075, -5.06573, -3.39179], [1.42204, -4.04929, -4.01737], [1.43980, -2.86498, -3.69445], [0.56023, -4.48747, -4.96361], [0.40418, -5.83653, -5.47554], [2.96696, -4.56371, -2.65967], [1.76723, -5.84424, -2.88712], [2.97070, -5.51765, -4.15912], [-0.03379, -3.76327, -5.33880], [0.59148, -5.84769, -6.54978], [-0.61469, -6.18328, -5.29512], [1.09975, -6.51511, -4.99559], [1.67101, 2.24963, 7.41501], [1.99503, 2.60602, 5.98490], [1.21656, 2.37437, 5.06368], [3.18666, 3.19023, 5.74116], [4.23840, 3.53443, 6.68134], [0.68824, 1.78936, 7.44337], [2.40288, 1.54326, 7.80742], [1.65985, 3.14274, 8.04033], [3.34084, 3.39804, 4.76679], [4.42435, 4.60905, 6.63879], [5.14903, 3.00298, 6.40335], [3.96404, 3.26277, 7.69425], [5.83966, -4.50022, -5.05468], [5.00585, -5.04434, -6.19062], [4.19950, -5.94805, -6.02676], [5.18031, -4.48898, -7.41615], [6.08048, -3.41668, -7.79792], [5.58691, -5.04203, -4.14885], [6.90224, -4.63483, -5.25915], [5.63278, -3.44076, -4.89938], [4.59460, -4.89589, -8.12827], [5.50960, -2.58048, -8.20411], [6.77323, -3.76878, -8.56384], [6.65076, -3.06801, -6.94448], [-2.57861, 0.12459, -5.79006], [-3.44507, -1.06404, -6.13262], [-3.20849, -2.18002, -5.69705], [-4.50817, -0.84990, -6.95120], [-4.93965, 0.39575, -7.55738], [-1.78199, -0.20774, -5.13682], [-2.13619, 0.54828, -6.69260], [-3.16121, 0.88930, -5.27506], [-5.04367, -1.68264, -7.13941], [-5.95373, 0.63483, -7.23348], [-4.93630, 0.30069, -8.64450], [-4.28237, 1.21073, -7.27598], [6.78795, 0.21542, 3.09657], [5.53890, 0.53886, 3.88311], [5.57823, 0.80626, 5.07633], [4.35981, 0.52020, 3.21547], [4.11687, 0.22452, 1.81226], [7.64111, 0.27023, 3.76524], [6.73039, -0.79093, 2.68096], [6.92854, 0.93156, 2.28631], [3.56207, 0.74322, 3.79403], [3.64199, 1.08752, 1.34576], [3.44465, -0.63091, 1.73939], [5.03870, -0.00251, 1.28807], [-3.72689, 4.94512, 1.81365], [-5.02806, 4.34493, 2.28556], [-5.53494, 3.38397, 1.72496], [-5.62378, 4.89863, 3.37093], [-5.17204, 6.02391, 4.16433], [-3.38293, 4.38629, 0.94931], [-3.86547, 5.98966, 1.52919], [-2.96794, 4.87743, 2.59415], [-6.48331, 4.44200, 3.63466], [-5.02067, 5.71064, 5.19880], [-5.92309, 6.81604, 4.14781], [-4.23857, 6.41816, 3.77865]],
  "forces_ev_per_a": [[-0.03, 0.39, 0.25], [0.20, -0.20, 0.06], [-0.88, -0.12, -0.63], [0.10, 0.37, 0.54], [0.88, 0.67, 1.08], [-0.37, -0.34, -0.07], [-0.38, -0.05, -0.13], [0.64, 0.10, 0.08], [-0.56, 0.47, -1.20], [-0.11, -0.25, 0.40], [0.48, -0.90, 0.57], [0.08, -0.14, -0.10], [-0.04, 0.13, 0.02], [-0.02, -0.23, -0.11], [0.17, -0.19, 0.01], [0.14, 0.03, -0.09], [-0.26, -0.06, -0.38], [0.01, -0.38, -0.13], [-0.04, -0.03, -0.16], [-0.13, 0.12, 0.21], [-0.01, 0.03, -0.18], [0.06, 0.21, -0.07], [-0.01, -0.10, 0.02], [0.06, 0.33, -0.01], [-0.06, -0.09, 0.15], [-0.15, 0.00, -0.10], [0.07, 0.00, -0.06], [0.31, 0.04, 0.07], [-0.32, 0.00, 0.47], [-0.02, -0.02, 0.06], [0.07, 0.46, 0.16], [0.02, -0.04, -0.06], [0.10, 0.04, -0.08], [0.01, -0.05, -0.14], [0.01, 0.01, -0.18], [0.03, -0.06, 0.03], [0.05, 0.06, 0.03], [-0.08, 0.07, 0.00], [0.19, -0.31, -0.27], [0.08, -0.04, 0.04], [-0.19, 0.28, -0.07], [-0.05, 0.07, 0.00], [0.03, -0.05, -0.05], [-0.02, -0.13, 0.05], [-0.06, -0.03, 0.01], [0.04, -0.12, 0.01], [0.03, -0.09, -0.01], [0.05, 0.02, -0.01], [-0.07, -0.03, -0.04], [0.06, 0.02, 0.00], [-0.14, 0.01, 0.17], [-0.17, 0.02, 0.13], [0.11, 0.01, -0.41], [-0.01, 0.00, -0.07], [0.03, 0.06, 0.06], [0.07, -0.03, 0.06], [0.06, -0.01, 0.00], [0.02, 0.00, 0.13], [0.02, -0.03, 0.13], [-0.05, -0.02, 0.00], [-0.04, -0.03, 0.02], [-0.04, -0.03, 0.00], [-0.01, 0.00, 0.00], [0.08, 0.04, 0.10], [-0.24, -0.20, -0.20], [-0.04, -0.04, -0.03], [0.02, 0.09, 0.01], [0.08, 0.02, -0.01], [0.00, 0.01, -0.01], [0.09, 0.08, 0.03], [0.08, 0.08, 0.03], [0.00, -0.01, 0.03], [-0.02, -0.01, -0.09], [0.02, -0.08, 0.04], [0.05, -0.01, -0.01], [0.10, 0.09, 0.04], [-0.14, -0.34, -0.01], [0.03, -0.05, -0.01], [-0.06, 0.11, 0.02], [0.05, 0.08, -0.07], [-0.02, 0.01, 0.00], [0.02, 0.12, -0.02], [0.01, 0.12, -0.01], [0.02, 0.00, 0.02], [0.03, 0.01, 0.06], [-0.11, -0.02, 0.03], [0.06, 0.08, 0.03], [0.18, 0.03, 0.00], [-0.27, 0.09, 0.36], [-0.04, 0.02, 0.06], [0.01, 0.03, -0.09], [0.00, -0.07, -0.07], [-0.05, -0.02, -0.05], [0.01, -0.09, -0.17], [0.00, 0.01, -0.19], [0.05, 0.01, 0.06], [-0.09, 0.04, 0.01], [0.21, -0.03, -0.01], [-0.07, 0.04, -0.12], [0.03, 0.09, -0.08], [-0.27, -0.24, 0.02], [-0.02, -0.07, 0.02], [0.04, 0.04, 0.05], [0.00, 0.04, -0.05], [0.03, -0.03, 0.05], [0.08, 0.09, 0.02], [0.08, 0.08, 0.03], [0.02, -0.03, -0.03]]
}

# 2
{
  "formula": "C4H5N3O",
  "method": "ωB97M-V with the def2-TZVPD basis set",
  "e_above_lowest_kj_mol": 285.2,
  "energy_ha": -394.85895,
  "smiles": "[H]/N=C(/N)c1ccon1",
  "gap_ev": 9.78,
  "homo_energy_ev": -9.2,
  "species": ["C", "C", "C", "C", "H", "H", "H", "H", "H", "N", "N", "N", "O"],
  "xyz": [[-1.21624, -0.40215, 0.02833], [0.21164, -0.33599, -0.00150], [1.03669, 0.83715, 0.33830], [2.29249, 0.31073, 0.09690], [-1.25066, 1.62087, -0.48138], [-2.79904, 0.67785, -0.47720], [-1.51436, -2.31714, 0.33814], [0.66223, 1.83702, 0.24975], [3.20791, 0.85116, 0.24080], [-1.82523, 0.79866, -0.24108], [-1.99876, -1.40331, 0.30155], [0.94145, -1.45278, -0.23169], [2.25187, -1.02208, -0.16092]],
  "forces_ev_per_a": [[-2.97, -1.02, 0.29], [3.17, -1.40, 0.64], [0.19, -3.10, -2.56], [-1.68, 0.34, 1.03], [-1.17, -0.97, 0.01], [0.12, 0.64, 0.00], [-0.01, 0.94, 0.26], [0.39, 0.34, 0.70], [0.60, -0.55, -0.32], [0.75, 0.48, 0.03], [1.27, 0.22, -0.77], [-1.00, 2.84, 0.47], [0.33, 1.24, 0.22]]
}

# 3
{
  "formula": "C21H47N3O3S",
  "method": "ωB97M-V with the def2-TZVPD basis set",
  "e_above_lowest_kj_mol": 0.0,
  "energy_ha": -1616.49561,
  "smiles": "[H]/N=C/C[C@H]1[C@@H](CN)COS(=O)(=O)[C@H]1CCN.CCCCCC.CCCCCC",
  "gap_ev": 9.87,
  "homo_energy_ev": -9.7,
  "species": ["N", "C", "C", "C", "C", "C", "N", "C", "O", "S", "O", "O", "C", "C", "C", "N", "H", "H", "H", "H", "H", "H", "H", "H", "H", "H", "H", "H", "H", "H", "H", "H", "H", "H", "H", "C", "C", "C", "C", "C", "C", "H", "H", "H", "H", "H", "H", "H", "H", "H", "H", "H", "H", "H", "H", "C", "C", "C", "C", "C", "C", "H", "H", "H", "H", "H", "H", "H", "H", "H", "H", "H", "H", "H", "H"],
  "xyz": [[2.40437, 2.04914, 4.40489], [1.22344, 2.45524, 4.22156], [0.05599, 1.81819, 4.91378], [-1.06887, 1.39250, 3.95345], [-0.79774, 0.06976, 3.20841], [0.38033, 0.06395, 2.22666], [0.34352, 1.09385, 1.20104], [-0.60773, -1.09159, 4.20361], [-1.11663, -0.79405, 5.52175], [-2.58590, -0.21385, 5.61982], [-3.47675, -1.11589, 4.95927], [-2.74845, 0.11592, 6.99505], [-2.46452, 1.27328, 4.59536], [-2.99668, 2.53590, 5.28674], [-4.07066, 3.23052, 4.45557], [-4.23379, 4.60822, 4.90202], [3.08042, 2.65552, 3.94036], [0.99324, 3.34911, 3.62333], [0.41781, 0.98996, 5.52141], [-0.33071, 2.57121, 5.60872], [-1.18628, 2.19439, 3.21248], [-1.69750, -0.15001, 2.61951], [0.39569, -0.92030, 1.74414], [1.31735, 0.14853, 2.77878], [0.90350, 1.90130, 1.43080], [-0.59238, 1.39240, 0.95933], [0.44975, -1.28644, 4.38159], [-1.08079, -2.00712, 3.84804], [-3.14707, 1.01299, 3.78152], [-3.38432, 2.28537, 6.27299], [-2.17496, 3.23759, 5.45643], [-5.02389, 2.71675, 4.60995], [-3.82516, 3.13265, 3.38618], [-4.89594, 5.10341, 4.31661], [-3.35101, 5.10422, 4.83693], [-1.07244, 3.85030, -2.19889], [-1.46604, 2.80937, -3.24141], [-1.20580, 1.37235, -2.79191], [0.25725, 1.05510, -2.47820], [1.22917, 1.29238, -3.63258], [0.93359, 0.43534, -4.85819], [-0.00329, 3.81904, -1.98271], [-1.30994, 4.85991, -2.53626], [-1.60664, 3.67871, -1.26029], [-0.93226, 3.00943, -4.17479], [-2.52857, 2.91684, -3.47449], [-1.57711, 0.68547, -3.55711], [-1.80294, 1.17100, -1.89533], [0.32561, 0.00647, -2.17011], [0.58006, 1.63122, -1.60843], [2.24045, 1.07359, -3.27858], [1.23160, 2.34969, -3.91394], [0.94311, -0.62439, -4.59221], [1.68093, 0.58931, -5.63798], [-0.04266, 0.66078, -5.29047], [3.21087, -2.59560, -2.45630], [3.01962, -2.90346, -3.93765], [1.67504, -3.55426, -4.25306], [1.43653, -4.91110, -3.58771], [2.49046, -5.97176, -3.90325], [2.60121, -6.29855, -5.38834], [3.19948, -3.50310, -1.85021], [4.16223, -2.09336, -2.27613], [2.41427, -1.94212, -2.09054], [3.83768, -3.53820, -4.28987], [3.09467, -1.97309, -4.50757], [1.57523, -3.65760, -5.33710], [0.87520, -2.87318, -3.94316], [0.45520, -5.28179, -3.90059], [1.37679, -4.78194, -2.50354], [2.24376, -6.88219, -3.35096], [3.46571, -5.64851, -3.52768], [1.64086, -6.63663, -5.78455], [3.33188, -7.08864, -5.56537], [2.91153, -5.42943, -5.97059]],
  "forces_ev_per_a": [[0.17, -0.01, -0.01], [-0.12, 0.27, 0.22], [-0.03, -0.15, -0.09], [0.08, -0.07, -0.04], [0.00, -0.09, 0.09], [-0.05, 0.03, 0.07], [0.09, 0.00, -0.10], [-0.04, 0.00, -0.04], [0.08, -0.03, 0.05], [0.28, 0.14, -0.13], [-0.18, -0.13, -0.04], [-0.12, 0.01, 0.16], [-0.21, 0.08, -0.04], [0.14, -0.12, 0.10], [-0.11, -0.07, 0.03], [0.08, 0.05, -0.06], [-0.03, -0.09, -0.08], [-0.01, -0.06, -0.04], [0.01, 0.03, -0.05], [0.01, -0.04, -0.02], [0.04, -0.07, -0.05], [0.00, 0.10, 0.03], [0.00, 0.01, 0.03], [0.02, 0.03, -0.03], [-0.09, 0.03, 0.08], [0.03, -0.04, -0.01], [-0.01, 0.03, -0.02], [0.02, 0.03, -0.02], [0.00, 0.02, 0.04], [-0.02, 0.11, 0.01], [-0.02, -0.03, -0.04], [0.04, -0.03, -0.11], [0.05, 0.08, 0.03], [-0.02, -0.02, 0.08], [-0.06, 0.00, -0.01], [0.00, 0.00, -0.01], [0.00, 0.01, 0.00], [0.00, 0.00, 0.02], [0.00, -0.01, 0.01], [-0.01, -0.02, 0.00], [0.04, 0.00, 0.00], [0.00, 0.00, 0.00], [-0.01, 0.00, 0.00], [0.01, 0.00, 0.00], [0.00, -0.01, 0.00], [0.00, 0.01, 0.00], [0.00, 0.00, 0.00], [0.00, 0.00, 0.00], [0.01, 0.00, 0.00], [0.01, -0.02, 0.00], [0.01, 0.01, -0.01], [-0.01, 0.00, 0.01], [-0.02, 0.00, -0.03], [0.00, -0.01, 0.00], [0.00, 0.01, 0.01], [0.00, 0.00, -0.01], [0.01, 0.05, 0.03], [-0.05, 0.00, -0.04], [0.02, 0.00, 0.02], [0.01, 0.00, 0.00], [0.00, 0.00, 0.01], [0.00, 0.00, 0.00], [0.00, 0.01, 0.00], [0.00, -0.01, 0.01], [-0.01, -0.01, -0.01], [0.01, -0.01, 0.00], [0.00, 0.00, 0.00], [0.00, -0.01, 0.00], [0.00, -0.01, 0.00], [0.00, 0.01, 0.00], [0.00, 0.00, 0.00], [0.00, 0.00, 0.01], [0.00, 0.01, -0.01], [-0.01, 0.00, 0.00], [0.00, 0.00, 0.00]]
}

# 4
{
  "formula": "C6H12NO",
  "method": "ωB97M-V with the def2-TZVPD basis set",
  "e_above_lowest_kj_mol": 96.2,
  "energy_ha": -365.68705,
  "spin_multiplicity": 2,
  "s2": 0.754,
  "gap_ev": [9.48, 6.99],
  "homo_energy_ev": [-8.4, -8.4],
  "species": ["C", "O", "C", "C", "C", "C", "N", "C", "H", "H", "H", "H", "H", "H", "H", "H", "H", "H", "H", "H"],
  "xyz": [[-2.21855, 0.85955, 2.39548], [-1.63589, 0.10921, 3.34876], [-1.31462, 1.21541, 1.19282], [-1.35891, 0.10036, 0.13866], [-0.26954, 0.19630, -0.88061], [0.83292, -0.52832, -0.86146], [1.87322, -0.31437, -1.82349], [2.81968, -1.42554, -1.92478], [-2.43198, 1.83663, 2.87524], [-3.16968, 0.44386, 2.04422], [-1.48968, 2.22884, 0.84987], [-0.32120, 1.11020, 1.61415], [-2.36700, 0.03240, -0.26864], [-1.19511, -0.81695, 0.70670], [-0.37947, 1.01206, -1.58536], [0.89258, -1.44756, -0.29542], [2.41600, 0.49314, -1.54017], [2.32746, -2.37448, -2.08540], [3.44679, -1.25372, -2.79878], [3.54296, -1.47702, -1.10179]],
  "forces_ev_per_a": [[0.06, 0.85, -0.99], [0.07, -0.25, 0.25], [0.36, -1.16, 0.68], [0.00, -0.19, 0.46], [-0.81, 0.83, 0.41], [0.15, -0.34, -1.41], [0.24, -0.36, 0.85], [0.70, 0.53, -0.44], [-0.24, -0.20, 0.31], [-0.30, -0.02, 0.24], [-0.04, 0.05, -0.32], [0.42, 0.67, 0.05], [-0.01, 0.02, -0.41], [-0.11, -0.21, 0.03], [0.27, 0.03, -0.20], [0.13, -0.01, 0.49], [-0.23, 0.20, -0.24], [-0.24, -0.15, 0.17], [-0.07, -0.02, -0.22], [-0.35, -0.25, 0.29]]
}